DFT (wB97M-V/def2-TZVPD) results for 2 unconnected molecules or ions with the total composition C4H14N2O in a non-equilibrium geometry.

The calculation puts the gap between HOMO and LUMO at 10.5 eV. As for the SMILES: C[C@@H](N)CCN.O. The total energy is -345.50619 hartree. Its HOMO energy is -9.71 eV.

```
21
Properties=species:S:1:pos:R:3:lowdin_charge:R:1
C -2.158 -0.826 0.449 -0.073
C -0.622 -0.465 0.000 -0.375
C 0.037 -0.259 1.318 -0.233
C 1.445 0.404 1.460 -0.296
N 2.328 -0.238 0.505 0.001
N -0.537 0.763 -0.946 0.023
H -2.389 -1.729 1.065 0.078
H -2.593 0.066 1.002 0.082
H -2.691 -0.945 -0.533 0.070
H -0.352 -1.330 -0.559 0.109
H 0.107 -1.284 1.683 0.118
H -0.518 0.401 1.946 0.094
H 1.254 1.524 1.324 0.110
H 1.868 0.248 2.521 0.132
H 2.231 0.283 -0.329 0.045
H 3.258 -0.044 0.864 0.066
H -0.164 1.571 -0.431 0.072
H -1.508 1.015 -1.228 0.090
H 0.952 -0.154 -3.605 0.075
H -0.087 0.523 -2.769 -0.034
O 0.139 0.474 -3.739 -0.156
```